No. 1
DFT (wB97M-V/def2-TZVPD) results for a structure of composition C23H25MoN5O11P2S2.

Energy relative to the best compared isomer or geometry (same formula, charge and spin) ... 0.235 eV
Maximum force ... 0.0212 hartree/bohr
Charge ... +2
Gap between HOMO and LUMO ... 5.85 eV
E_tot ... -3539.955759 hartree

Last column: natural (NBO) charge in e.
Element x y z (Å)
Mo (-0.68, 0.34, 0.38)  1.627
N (2.95, -0.13, 3.07)  -0.753
C (1.81, -0.30, 2.39)  0.281
S (1.48, 0.88, 1.13)  0.296
N (1.03, -1.29, 2.61)  -0.341
N (-0.11, -1.25, 1.84)  -0.276
C (-0.95, -2.21, 2.07)  0.434
C (-0.67, -3.35, 2.96)  -0.080
C (0.36, -4.23, 2.63)  -0.187
C (0.60, -5.32, 3.45)  -0.194
C (-0.16, -5.51, 4.60)  -0.165
C (-1.17, -4.62, 4.93)  -0.185
C (-1.44, -3.54, 4.10)  -0.221
C (-2.24, -2.09, 1.41)  0.123
C (-3.24, -3.03, 1.53)  -0.170
C (-4.46, -2.81, 0.89)  -0.097
C (-4.62, -1.66, 0.15)  -0.188
C (-3.57, -0.76, 0.05)  0.088
N (-2.40, -0.97, 0.67)  -0.402
H (3.58, 0.63, 2.89)  0.424
H (3.19, -0.81, 3.77)  0.435
H (0.95, -4.08, 1.74)  0.229
H (1.38, -6.03, 3.20)  0.237
H (0.03, -6.36, 5.24)  0.238
H (-1.76, -4.76, 5.83)  0.238
H (-2.23, -2.84, 4.35)  0.227
H (-3.07, -3.92, 2.11)  0.268
H (-5.26, -3.53, 0.98)  0.257
H (-5.54, -1.43, -0.36)  0.260
H (-3.66, 0.14, -0.54)  0.254
O (-0.93, 3.50, 0.24)  -1.000
P (-2.32, 2.94, -0.26)  2.563
O (-3.01, 3.68, -1.29)  -1.015
O (-1.97, 1.41, -0.58)  -0.961
O (-3.15, 2.77, 1.12)  -1.067
P (-2.83, 1.80, 2.35)  2.570
O (-2.40, 2.76, 3.50)  -0.968
O (-3.82, 0.78, 2.61)  -1.057
O (-1.39, 1.22, 1.88)  -0.890
H (-0.77, 4.42, -0.02)  0.545
H (-2.97, 2.75, 4.28)  0.547
C (4.85, 5.59, -3.89)  -0.647
C (4.01, 4.43, -3.46)  0.077
C (4.58, 3.21, -3.14)  -0.213
C (3.81, 2.14, -2.73)  -0.138
C (2.43, 2.31, -2.64)  -0.446
C (1.82, 3.52, -2.96)  -0.097
C (2.62, 4.57, -3.37)  -0.225
S (1.47, 0.96, -2.16)  2.338
O (2.27, -0.12, -1.67)  -0.910
O (0.45, 1.48, -1.19)  -0.914
N (0.63, 0.61, -3.50)  -0.856
C (-0.40, -0.44, -3.55)  -0.228
C (0.00, -1.84, -3.08)  -0.554
C (-0.22, -2.13, -1.62)  0.835
O (-0.19, -3.15, -1.02)  -0.477
O (-0.42, -0.93, -0.91)  -0.617
H (5.84, 5.27, -4.22)  0.236
H (4.98, 6.29, -3.06)  0.247
H (4.37, 6.15, -4.70)  0.240
H (5.66, 3.09, -3.22)  0.239
H (4.26, 1.19, -2.48)  0.250
H (0.75, 3.63, -2.90)  0.231
H (2.16, 5.52, -3.63)  0.238
H (1.23, 0.67, -4.31)  0.431
H (-0.67, -0.50, -4.60)  0.252
H (-1.29, -0.08, -3.03)  0.226
H (1.05, -2.05, -3.29)  0.282
H (-0.58, -2.60, -3.62)  0.277

***

No. 2
DFT (wB97M-V/def2-TZVPD) results for a structure of composition C23H25N3O2.

Energy relative to the best compared isomer or geometry (same formula, charge and spin) ... 23.703 eV
Maximum force ... 0.3596 hartree/bohr
Charge ... 0
Gap between HOMO and LUMO ... 8.35 eV
E_tot ... -1205.386100 hartree

Last column: natural (NBO) charge in e.
Element x y z (Å)
C (-6.28, -0.50, 0.89)  -0.365
N (-5.00, 0.10, 0.27)  -0.096
C (-3.95, -0.41, -0.35)  -0.052
C (-3.15, 0.44, -0.71)  -0.205
C (-3.79, 1.49, -0.40)  -0.111
N (-5.03, 1.34, 0.37)  -0.254
H (-3.54, 2.55, -0.15)  0.199
C (-1.91, 0.32, -1.49)  -0.359
H (-2.07, 0.42, -2.54)  0.230
H (-1.48, -0.76, -1.19)  0.253
C (-0.90, 1.50, -0.87)  -0.556
C (0.44, 0.96, -1.42)  0.710
O (0.76, -0.33, -2.08)  -0.679
N (1.61, 1.73, -0.88)  -0.476
C (1.52, 2.89, -0.36)  -0.179
H (0.42, 3.18, 0.06)  0.226
C (2.31, 2.67, 1.16)  -0.385
C (3.66, 2.28, 0.99)  -0.367
H (4.28, 2.31, 1.82)  0.242
H (4.24, 3.12, 0.46)  0.189
C (3.64, 1.00, 0.06)  -0.461
C (2.82, 1.29, -1.02)  -0.228
H (2.87, 0.38, -1.69)  0.277
H (3.40, 2.00, -1.60)  0.183
C (3.07, 0.08, 0.80)  0.618
O (3.13, 0.05, 2.23)  -0.636
C (2.53, -1.46, 0.33)  0.015
C (3.34, -1.80, -0.60)  -0.175
C (2.73, -3.13, -1.11)  -0.140
C (1.57, -3.56, -0.93)  -0.224
C (0.71, -2.73, -0.14)  0.071
C (-0.66, -3.30, 0.02)  -0.173
C (-1.40, -2.57, 1.05)  -0.206
C (-0.96, -1.61, 1.69)  -0.219
C (0.30, -1.11, 1.51)  -0.177
C (1.24, -1.51, 0.64)  -0.097
H (0.73, -0.18, 1.87)  0.225
H (-1.59, -0.94, 2.67)  0.211
H (-2.46, -2.90, 1.22)  0.207
H (-1.11, -4.00, -0.30)  0.171
H (1.22, -4.46, -1.36)  0.212
H (3.31, -3.54, -1.68)  0.168
H (4.22, -1.68, -0.72)  0.179
H (4.66, 0.55, -0.04)  0.301
H (1.64, 2.22, 1.71)  0.202
H (2.43, 3.76, 1.56)  0.204
H (2.09, 3.56, -0.82)  0.180
H (-0.74, 1.21, 0.24)  0.284
H (-1.03, 2.38, -1.40)  0.254
H (-4.20, -1.50, -0.41)  0.200
H (-6.06, -1.14, 1.56)  0.189
H (-6.85, -1.00, -0.02)  0.191
H (-6.78, 0.36, 1.09)  0.228

***

No. 3
DFT (wB97M-V/def2-TZVPD) results for an isolated molecule of C23H25N3O4.

Energy relative to the best compared isomer or geometry (same formula, charge and spin) ... 2.282 eV
Maximum force ... 0.0097 hartree/bohr
Charge ... 0
Gap between HOMO and LUMO ... 8.57 eV
SMILES string ... C=CCN(CC=C)C(=O)CN1C(=O)N[C@@](C)(c2ccc3cc(OC)ccc3c2)C1=O
E_tot ... -1356.694977 hartree

Last column: natural (NBO) charge in e.
Element x y z (Å)
C (-6.09, 2.05, -4.36)  -0.371
C (-4.93, 2.55, -3.96)  -0.193
C (-4.35, 2.30, -2.60)  -0.262
N (-3.09, 1.58, -2.68)  -0.420
C (-3.06, 0.31, -2.25)  0.681
O (-4.00, -0.22, -1.69)  -0.634
C (-1.76, -0.50, -2.43)  -0.315
N (-1.29, -0.86, -1.11)  -0.464
C (-1.04, 0.04, -0.14)  0.719
O (-1.00, 1.24, -0.28)  -0.599
C (-0.81, -0.75, 1.15)  0.010
N (-0.97, -2.11, 0.68)  -0.622
C (-1.31, -2.18, -0.63)  0.807
O (-1.55, -3.16, -1.29)  -0.604
H (-1.06, -2.90, 1.29)  0.420
C (0.58, -0.48, 1.70)  -0.077
C (1.50, -1.48, 1.85)  -0.125
C (2.78, -1.22, 2.39)  -0.131
C (3.74, -2.23, 2.57)  -0.147
C (4.97, -1.96, 3.10)  -0.296
C (5.31, -0.64, 3.47)  0.309
C (4.38, 0.37, 3.30)  -0.262
C (3.12, 0.11, 2.76)  0.042
C (2.15, 1.12, 2.57)  -0.212
C (0.92, 0.84, 2.06)  -0.158
H (0.21, 1.63, 1.89)  0.225
H (2.41, 2.14, 2.84)  0.209
H (4.65, 1.37, 3.59)  0.218
O (6.51, -0.28, 4.01)  -0.493
C (7.49, -1.27, 4.21)  -0.252
H (7.15, -2.04, 4.91)  0.175
H (8.34, -0.75, 4.64)  0.202
H (7.79, -1.74, 3.27)  0.176
H (5.68, -2.76, 3.22)  0.220
H (3.49, -3.24, 2.28)  0.211
H (1.27, -2.50, 1.56)  0.207
C (-1.90, -0.39, 2.17)  -0.602
H (-2.88, -0.63, 1.77)  0.228
H (-1.86, 0.67, 2.40)  0.229
H (-1.74, -0.95, 3.09)  0.218
H (-0.98, 0.02, -2.98)  0.214
H (-2.02, -1.44, -2.93)  0.271
C (-1.97, 2.31, -3.24)  -0.270
C (-1.75, 2.03, -4.70)  -0.188
C (-1.36, 2.94, -5.57)  -0.387
H (-1.20, 2.71, -6.61)  0.204
H (-1.18, 3.97, -5.28)  0.191
H (-1.93, 1.01, -5.01)  0.200
H (-2.15, 3.38, -3.09)  0.215
H (-1.07, 2.07, -2.66)  0.240
H (-5.03, 1.69, -2.00)  0.249
H (-4.18, 3.26, -2.09)  0.198
H (-4.33, 3.15, -4.63)  0.199
H (-6.48, 2.24, -5.34)  0.198
H (-6.69, 1.43, -3.71)  0.196

***

No. 4
DFT (wB97M-V/def2-TZVPD) results for an isolated molecule of C23H25N3O6S.

Energy relative to the best compared isomer or geometry (same formula, charge and spin) ... 1.254 eV
Maximum force ... 0.0189 hartree/bohr
Charge ... 0
Gap between HOMO and LUMO ... 8.46 eV
SMILES string ... COc1ccc(S(=O)(=O)NCC(=O)N(CC(=O)NCc2ccco2)Cc2ccccc2)cc1
E_tot ... -1905.344794 hartree

Last column: natural (NBO) charge in e.
Element x y z (Å)
C (-5.29, -1.95, -4.74)  -0.255
H (-5.21, -2.88, -4.17)  0.181
O (-4.02, -1.50, -5.17)  -0.484
C (-3.09, -1.19, -4.24)  0.342
C (-3.27, -1.28, -2.86)  -0.322
C (-2.25, -0.92, -2.00)  -0.102
C (-1.04, -0.49, -2.52)  -0.419
C (-0.84, -0.39, -3.89)  -0.157
C (-1.86, -0.73, -4.75)  -0.263
H (-1.74, -0.66, -5.82)  0.232
H (0.10, -0.02, -4.25)  0.242
S (0.30, -0.06, -1.43)  2.323
O (-0.22, 0.36, -0.16)  -0.949
O (1.22, 0.80, -2.12)  -0.929
N (1.15, -1.48, -1.15)  -0.854
H (1.70, -1.71, -1.96)  0.408
C (0.38, -2.59, -0.63)  -0.333
C (-0.32, -2.24, 0.69)  0.698
O (-1.53, -2.27, 0.75)  -0.649
N (0.46, -1.99, 1.77)  -0.430
C (1.90, -1.96, 1.78)  -0.309
H (2.29, -2.13, 0.78)  0.238
H (2.28, -2.73, 2.46)  0.216
C (2.50, -0.61, 2.25)  0.674
O (3.46, -0.59, 2.99)  -0.638
N (1.92, 0.46, 1.71)  -0.639
H (1.10, 0.37, 1.11)  0.439
C (2.39, 1.81, 1.96)  -0.271
C (2.16, 2.64, 0.75)  0.263
C (1.12, 3.46, 0.42)  -0.298
C (1.39, 3.94, -0.89)  -0.321
C (2.57, 3.37, -1.25)  0.107
O (3.04, 2.58, -0.27)  -0.397
H (3.15, 3.43, -2.15)  0.200
H (0.79, 4.61, -1.47)  0.224
H (0.27, 3.69, 1.03)  0.226
H (1.86, 2.24, 2.81)  0.220
H (3.46, 1.74, 2.20)  0.241
C (-0.20, -1.82, 3.06)  -0.265
C (-0.33, -0.38, 3.48)  0.052
C (0.38, 0.13, 4.55)  -0.227
C (0.24, 1.46, 4.92)  -0.216
C (-0.61, 2.29, 4.21)  -0.226
C (-1.33, 1.79, 3.14)  -0.201
C (-1.19, 0.46, 2.77)  -0.236
H (-1.75, 0.07, 1.94)  0.233
H (-1.99, 2.43, 2.59)  0.212
H (-0.71, 3.32, 4.50)  0.214
H (0.81, 1.84, 5.76)  0.216
H (1.06, -0.51, 5.10)  0.216
H (-1.19, -2.27, 2.97)  0.249
H (0.39, -2.37, 3.81)  0.204
H (-0.42, -2.90, -1.32)  0.220
H (1.05, -3.44, -0.47)  0.229
H (-2.37, -1.00, -0.94)  0.258
H (-4.20, -1.62, -2.45)  0.227
H (-5.79, -1.19, -4.14)  0.181
H (-5.85, -2.13, -5.65)  0.206